Record 1
ORCA calculation (ωB97M-V/def2-TZVPD) on a cluster of 7 separate species, C21H60BF7N5O8S in total in a non-equilibrium geometry.

```
103
Properties=species:S:1:pos:R:3:mulliken_charge:R:1
B 1.126 9.210 4.418 0.810
F -0.101 9.116 3.866 -0.161
F 1.064 9.033 5.801 -0.392
F 1.998 8.280 3.870 -0.463
F 1.668 10.433 4.180 -0.447
C -1.597 10.642 8.892 -1.361
C -2.197 10.019 7.583 0.285
C -2.207 10.856 6.348 -0.350
O -3.109 10.125 5.406 -0.198
C -4.441 10.581 5.271 -0.764
N -1.431 8.683 7.358 -0.057
H -1.088 8.225 8.190 0.415
H -2.081 8.057 6.904 0.506
H -0.729 8.631 6.633 -0.136
H -1.975 11.636 9.133 0.404
H -0.516 10.736 8.792 0.147
H -1.689 9.978 9.751 0.436
H -3.188 9.587 7.729 0.399
H -1.191 10.920 5.958 -0.198
H -2.397 11.929 6.365 0.546
H -4.430 11.619 4.938 0.316
H -4.833 10.559 6.288 0.340
H -4.970 9.940 4.566 0.237
C -1.903 14.163 2.640 -1.441
C -1.933 12.632 2.492 0.912
C -2.650 12.236 1.171 -1.091
O -2.802 10.777 0.789 -0.167
C -3.742 10.015 1.450 -0.725
N -0.503 12.115 2.408 0.020
H -0.147 12.439 1.520 0.457
H 0.089 12.564 3.092 0.440
H -0.393 11.113 2.346 -0.086
H -2.892 14.564 2.860 0.431
H -1.685 14.742 1.743 0.367
H -1.383 14.419 3.563 0.460
H -2.430 12.078 3.288 -0.257
H -2.123 12.754 0.370 0.338
H -3.614 12.718 1.333 0.464
H -3.270 9.503 2.288 0.120
H -4.308 9.343 0.805 0.316
H -4.498 10.696 1.842 0.425
C 3.388 6.163 6.682 -1.468
C 2.794 4.954 5.917 0.568
C 2.347 3.831 6.939 -0.832
O 1.438 2.991 6.273 -0.380
C 2.075 1.790 5.969 -0.819
N 1.596 5.387 5.019 -0.038
H 1.785 6.218 4.476 -0.144
H 1.376 4.694 4.318 0.443
H 0.703 5.445 5.486 0.361
H 3.380 7.036 6.029 0.217
H 4.390 5.916 7.034 0.482
H 2.943 6.576 7.588 0.329
H 3.548 4.653 5.190 0.317
H 1.903 4.405 7.752 0.462
H 3.235 3.380 7.382 0.452
H 3.079 1.875 5.554 0.347
H 1.573 1.249 5.167 0.289
H 2.101 1.000 6.719 0.347
C 3.446 11.645 9.440 -1.531
C 3.357 11.894 7.941 0.423
C 4.648 11.557 7.143 -1.044
O 5.034 10.152 7.118 -0.274
C 6.169 9.996 6.269 -0.921
N 2.142 11.101 7.488 -0.095
H 2.232 10.497 6.683 -0.032
H 1.861 10.505 8.253 0.364
H 1.278 11.598 7.327 0.357
H 2.443 11.699 9.862 0.437
H 3.930 12.411 10.045 0.379
H 3.843 10.649 9.642 0.414
H 3.213 12.943 7.685 0.348
H 5.545 12.063 7.498 0.607
H 4.462 11.961 6.148 0.438
H 7.074 10.493 6.617 0.379
H 6.122 10.553 5.333 0.356
H 6.489 8.962 6.144 0.307
C 3.037 6.776 -2.365 -1.438
C 2.852 7.882 -1.248 0.773
C 4.026 8.251 -0.323 -0.539
O 3.871 9.473 0.369 -0.455
C 3.005 9.290 1.510 -0.610
N 2.401 9.112 -1.991 -0.169
H 3.270 9.515 -2.311 0.359
H 1.817 8.894 -2.785 0.387
H 1.867 9.721 -1.388 0.276
H 3.248 5.798 -1.932 0.375
H 3.904 7.058 -2.962 0.436
H 2.274 6.687 -3.138 0.386
H 1.927 7.722 -0.694 -0.379
H 4.853 8.546 -0.969 0.347
H 4.286 7.437 0.355 0.356
H 2.187 8.572 1.441 0.314
H 2.550 10.248 1.762 0.120
H 3.663 9.020 2.336 0.308
C -0.355 7.262 1.246 0.308
F 0.832 6.657 1.062 -0.243
F -0.880 6.775 2.335 -0.206
F -0.257 8.553 1.320 -0.052
S -1.389 6.966 -0.382 1.176
O -2.382 8.033 -0.649 -0.615
O -0.463 6.895 -1.484 -0.655
O -2.025 5.656 -0.157 -0.704
```

ΔE to the lowest compared entry with this formula, charge and spin in eV: 5.686
Net charge: +3

---

Record 2
ORCA calculation (ωB97M-V/def2-TZVPD) on a structure of composition C29H48Cl2N3O4SiTeTm in a non-equilibrium geometry.

```
89
Properties=species:S:1:pos:R:3:mulliken_spin:R:1
C 0.535 4.624 -1.510 0.000
C -0.770 3.955 -1.242 0.000
H 0.538 5.086 -2.504 0.000
H 1.356 3.892 -1.442 0.000
H 0.719 5.414 -0.763 0.000
C -1.941 4.304 -1.821 0.000
C -2.109 5.194 -3.002 0.000
H -2.887 4.009 -1.356 0.000
H -1.193 5.331 -3.595 0.000
H -2.469 6.183 -2.681 0.000
H -2.882 4.791 -3.669 0.000
Tm 0.450 -0.387 -0.722 2.030
Cl 1.645 -1.635 -2.585 -0.001
C -1.958 -0.494 1.561 0.001
O -1.130 -0.964 0.730 -0.010
N -3.049 -1.160 1.893 0.000
C -3.446 -2.349 1.141 0.000
C -3.983 -0.695 2.909 0.000
H -1.775 0.476 2.069 0.000
H -2.618 -2.731 0.541 0.000
H -4.305 -2.119 0.495 0.000
H -3.767 -3.102 1.868 0.000
H -3.482 0.078 3.506 0.000
H -4.273 -1.545 3.544 0.000
H -4.889 -0.284 2.438 0.000
H 1.909 -4.560 2.505 0.000
H 4.113 -3.095 3.303 0.000
C 2.344 -4.428 1.505 0.000
C 4.323 -3.066 2.220 0.000
N 3.099 -3.184 1.438 0.000
H 1.550 -4.424 0.754 0.000
C 2.614 -2.138 0.780 -0.002
O 1.405 -2.050 0.426 -0.003
H 4.780 -2.103 1.960 0.000
H 3.313 -1.311 0.589 0.000
H 3.042 -5.246 1.305 0.000
H 4.999 -3.890 1.953 0.000
H -0.297 2.074 -2.970 0.000
H -3.211 2.311 -3.811 0.000
C -0.472 1.310 -3.747 0.001
C -2.906 1.375 -4.308 0.000
N -1.805 0.725 -3.596 0.000
H 0.312 0.543 -3.689 0.000
C -2.040 -0.387 -2.874 0.000
O -1.226 -0.885 -2.068 -0.004
H -3.760 0.688 -4.337 0.000
H -3.042 -0.824 -3.015 0.000
H -0.447 1.805 -4.727 0.000
H -2.578 1.613 -5.328 0.000
O -0.075 1.728 -0.628 -0.012
C -0.732 2.849 -0.176 -0.003
C -2.982 1.769 -0.513 0.000
C -2.129 2.482 0.329 0.002
H -2.597 1.483 -1.498 0.001
C -4.293 1.517 -0.130 0.000
H -0.161 3.270 0.675 0.000
C -2.572 2.924 1.572 0.000
H -4.937 0.971 -0.828 0.000
C -4.769 2.018 1.076 0.000
C -3.900 2.713 1.925 0.000
H -1.848 3.445 2.208 0.000
H -5.826 1.886 1.329 0.000
H -4.271 3.129 2.862 0.000
Si 4.554 1.113 -1.626 0.000
Cl 2.436 1.426 -1.365 -0.002
C 4.857 -0.057 -3.028 0.000
C 5.211 0.550 0.034 0.000
C 5.317 2.759 -2.028 0.000
H 3.931 -0.262 -3.582 0.000
H 5.240 -1.013 -2.660 0.000
H 5.612 0.366 -3.700 0.000
H 5.152 3.026 -3.079 0.000
H 6.398 2.648 -1.861 0.000
H 4.932 3.559 -1.391 0.000
H 4.396 0.344 0.744 0.000
H 5.833 1.351 0.471 0.000
H 5.848 -0.341 -0.097 0.000
Te 1.445 0.909 2.384 0.000
C 1.491 -0.715 3.691 0.000
C 2.314 -0.642 4.836 0.000
C 2.405 -1.753 5.677 0.000
C 1.678 -2.917 5.410 0.000
C 0.817 -2.970 4.297 0.000
C 0.736 -1.876 3.438 0.000
H 2.855 0.288 5.002 0.000
H 3.049 -1.701 6.560 0.000
H 1.765 -3.797 6.052 0.000
H 0.206 -3.847 4.099 0.000
H 0.094 -1.882 2.552 0.001
```

Multiplicity: 3
⟨S²⟩: 2.0019

---

Record 3
ORCA calculation (ωB97M-V/def2-TZVPD) on an isolated molecule of H3N3OS in a non-equilibrium geometry.

```
8
Properties=species:S:1:pos:R:3:mulliken_charge:R:1
N 0.381 0.277 0.606 -0.544
S -0.533 1.246 -0.328 0.072
N -1.885 0.287 -0.485 0.069
N -2.644 -0.051 0.515 0.059
O -3.736 -0.500 0.225 -0.474
H -0.007 0.070 1.642 0.315
H 0.674 -0.562 0.216 0.262
H -2.247 0.051 -1.411 0.240
```

ΔE to the lowest compared entry with this formula, charge and spin in eV: 3.025
Structure (SMILES): NSNN=O

---

Record 4
ORCA calculation (ωB97M-V/def2-TZVPD) on a structure of composition C30H32Cl4FN4NbO10P in a non-equilibrium geometry.

```
83
Properties=species:S:1:pos:R:3:mulliken_charge:R:1
C 3.154 -7.168 0.620 -1.446
C 1.715 -7.029 0.157 0.533
Cl 1.426 -8.228 -1.160 -0.211
C 1.288 -5.624 -0.273 -0.272
Cl 2.454 -5.031 -1.512 -0.217
Nb -0.902 -5.053 -0.559 -0.164
C -1.040 -6.125 1.368 -0.890
F -2.710 -4.624 -0.432 -0.644
C -1.483 -6.563 -2.197 -1.076
C -0.932 -6.975 -3.491 0.536
O -0.515 -6.368 -4.408 -0.428
Cl -1.057 -8.878 -3.713 -0.340
P -0.434 -2.962 -2.084 0.447
O 0.618 -1.929 -1.343 -0.341
Cl 0.638 -3.353 -3.837 -0.307
H 3.839 -7.088 -0.224 0.385
H 3.381 -6.385 1.348 0.285
H 3.316 -8.144 1.081 0.397
H 1.075 -7.306 0.990 0.152
H 1.490 -5.020 0.624 0.428
H -0.543 -3.588 0.452 0.112
H -1.139 -7.196 1.150 0.394
H -1.908 -5.742 1.913 0.414
H -0.180 -5.987 2.014 -0.009
H -2.509 -6.241 -2.425 0.663
H -1.592 -7.444 -1.553 0.430
H 0.737 -1.126 -1.866 0.224
C -0.600 -2.104 6.273 -0.450
C 0.778 -1.970 6.381 -0.375
C 1.617 -2.860 5.729 -0.475
C 1.041 -3.870 4.982 0.187
C -0.326 -4.029 4.855 -0.201
C -1.150 -3.128 5.513 -0.482
N 1.924 -4.816 4.263 1.005
O 3.125 -4.657 4.356 -0.628
O 1.379 -5.684 3.614 -0.613
H -1.250 -1.400 6.777 0.378
H 1.204 -1.168 6.969 0.360
H 2.693 -2.784 5.787 0.457
H -0.720 -4.828 4.244 0.399
H -2.223 -3.226 5.423 0.379
C -2.810 3.169 0.469 -0.389
C -1.437 3.100 0.671 -0.665
C -0.628 2.434 -0.236 -0.195
C -1.228 1.851 -1.336 0.077
C -2.592 1.892 -1.561 -0.388
C -3.383 2.561 -0.641 -0.610
N -0.377 1.160 -2.323 1.189
O 0.821 1.095 -2.091 -0.651
O -0.909 0.682 -3.299 -0.576
H -3.436 3.710 1.165 0.499
H -0.991 3.569 1.537 0.379
H 0.441 2.363 -0.108 0.467
H -3.006 1.407 -2.432 0.481
H -4.453 2.611 -0.794 0.398
C 5.378 2.650 -4.829 -0.465
C 4.257 2.213 -4.136 -0.432
C 3.224 3.095 -3.856 -0.361
C 3.346 4.402 -4.285 0.115
C 4.452 4.867 -4.975 -0.497
C 5.476 3.973 -5.246 -0.338
N 2.247 5.348 -3.998 1.027
O 1.293 4.936 -3.370 -0.602
O 2.363 6.490 -4.407 -0.620
H 6.178 1.955 -5.049 0.378
H 4.176 1.183 -3.814 0.453
H 2.343 2.773 -3.320 0.516
H 4.497 5.899 -5.286 0.444
H 6.351 4.310 -5.785 0.363
C -2.810 10.081 0.516 -0.430
C -2.576 9.807 1.857 -0.372
C -2.991 8.604 2.406 -0.421
C -3.637 7.701 1.581 0.193
C -3.886 7.947 0.244 -0.374
C -3.464 9.156 -0.287 -0.446
N -4.065 6.407 2.152 1.090
O -3.837 6.201 3.327 -0.616
O -4.611 5.619 1.404 -0.632
H -2.477 11.020 0.093 0.373
H -2.065 10.529 2.480 0.364
H -2.822 8.359 3.443 0.448
H -4.390 7.205 -0.356 0.461
H -3.642 9.370 -1.332 0.370
```

Net charge: -1

---

Record 5
ORCA calculation (ωB97M-V/def2-TZVPD) on a structure of composition C2H6O4.

```
12
Properties=species:S:1:pos:R:3:mulliken_charge:R:1
C -0.586 0.035 -0.397 0.014
C -1.336 0.868 0.285 -0.663
O 1.230 0.448 -0.569 -0.341
O 1.701 -0.015 -1.856 -0.345
H 1.886 0.833 -2.284 0.333
H -0.727 -0.503 -1.320 0.362
H -1.010 1.316 1.214 0.283
H -2.313 1.121 -0.108 0.252
O 0.351 -1.250 0.625 -0.341
O 0.230 -0.946 2.022 -0.326
H -0.602 -1.396 2.231 0.330
H 1.176 -0.511 0.156 0.442
```

ΔE to the lowest compared entry with this formula, charge and spin in eV: 9.577

---

Record 6
ORCA calculation (ωB97M-V/def2-TZVPD) on a structure of composition BrO4PPb in a non-equilibrium geometry.

```
7
Properties=species:S:1:pos:R:3:mulliken_charge:R:1
Pb -1.289 -2.345 0.491 0.488
Br 1.276 -2.874 -0.660 -0.561
P 0.015 0.976 0.053 0.758
O 0.935 1.225 1.236 -0.719
O -0.631 2.283 -0.342 -0.826
O -1.273 0.080 0.272 -0.513
O 0.966 0.655 -1.052 -0.627
```

Net charge: -2

---

| no. | Kohn-Sham gap (eV) |
| --- | --- |
| 1 | 5.67 |
| 2 | 6.19 |
| 3 | 9.76 |
| 4 | 4.47 |
| 5 | 9.67 |
| 6 | 3.17 |